1.
21
Properties=species:S:1:pos:R:3:forces:R:3 method="wB97M-V/def2-TZVPD" smiles=O.O.O.O.O.O.O charge=0 homo_energy_ev=-10.8 gap_ev=11.02 e_tot_ev=-14559.2714 de_lowest_kcal_mol=50.5
O 0.3239 -0.3463 -0.4315 0.2047 0.0567 0.0304
H 0.8979 -0.0869 -1.1610 -0.0373 0.0518 -0.0896
H 0.1889 0.4704 0.0624 0.0147 -0.1364 0.0260
O 1.5409 2.4922 -2.5978 -0.0796 0.0165 0.2160
H 2.2139 2.9995 -2.1301 0.0155 -0.0614 -0.0877
H 0.7087 2.8798 -2.3042 0.0139 -0.0207 -0.0887
O 2.1430 -1.0081 2.0241 0.4387 0.0060 -0.1341
H 3.0993 -0.9196 1.9428 -0.0701 -0.0518 0.0557
H 1.8293 -1.0098 1.1127 -0.2811 -0.0085 -0.0864
O 1.4460 -0.6298 -5.8331 -0.1485 0.1143 -0.0401
H 0.8534 -0.2789 -5.1588 0.0949 -0.0352 -0.0093
H 1.2217 -0.1294 -6.6258 0.0659 -0.0703 0.0569
O -2.7683 -1.7814 2.1220 -0.1401 -0.0142 -0.0716
H -3.5032 -1.6037 1.5242 -0.0267 -0.0925 0.0617
H -2.6983 -2.7426 2.1282 0.0711 0.0887 -0.0366
O -2.6019 1.3462 0.8806 0.0832 0.0209 -0.1019
H -2.6081 0.4386 1.2049 0.1802 0.0136 0.1114
H -1.6753 1.6065 0.9300 -0.1989 -0.0318 0.1283
O -0.0643 -0.4085 3.7687 -0.2101 0.0701 0.3150
H -0.0440 -0.0297 4.6548 0.0029 -0.0062 -0.1027
H -0.5034 -1.2584 3.8870 0.0068 0.0904 -0.1529

---

2.
16
Properties=species:S:1:pos:R:3:forces:R:3 method="wB97M-V/def2-TZVPD" charge=+1 homo_energy_ev="-11.8 / -14.4" gap_ev="6.06 / 10.93" e_tot_ev=-7834.5331 de_lowest_kcal_mol=156.4
C 0.9100 -0.3374 -0.9495 -0.9412 -1.9753 0.7561
C 0.1952 0.0058 0.3438 -2.3197 -3.4764 0.8469
C 1.5543 -1.7048 -1.1005 2.5968 2.0366 1.9896
C -2.5558 2.0002 1.5688 -0.5999 1.1425 -1.9841
N 1.5103 0.4138 0.1817 3.0868 2.0655 0.8322
O -0.0746 -0.9146 1.3691 -1.5579 0.1915 -2.6746
H 0.7129 0.0807 -1.8998 -0.1337 1.5089 -0.4055
H 2.6627 -1.3610 -0.9221 -1.5775 -1.4552 -0.6624
H 1.4828 -2.2197 -2.0206 -0.3768 -0.1402 -0.9594
H 1.2721 -2.3062 -0.2625 -0.0099 -0.7194 0.3250
H -3.0579 2.3771 2.4632 0.5908 -0.8141 -0.0924
H -2.0749 1.0755 1.2726 -0.1817 -0.1282 1.1146
H -2.7962 2.5687 0.6399 0.1734 -0.1974 0.9484
H 2.3363 0.1186 0.7464 -0.8109 -0.8160 -0.4237
H 1.6521 1.4056 0.0803 -0.2966 0.7977 -0.3644
H -0.8862 -1.5265 1.0882 2.3580 1.9796 0.7536

---

3.
6
Properties=species:S:1:pos:R:3:forces:R:3 method="wB97M-V/def2-TZVPD" smiles="O=C(F)I.F" charge=0 homo_energy_ev=-10.7 gap_ev=10.68 e_tot_ev=-16636.1430 de_lowest_kcal_mol=3.7
O 1.3351 1.2149 -0.3389 -1.6412 -0.0269 -0.2229
C 2.3810 1.1413 0.1764 0.3006 0.7305 -0.7844
F 2.9606 2.2254 0.6515 0.4873 0.2415 0.6690
I 3.5823 -0.4852 0.0680 0.7887 -0.9239 0.3043
F -0.1406 -0.9491 0.5668 0.1003 1.6213 -1.4995
H -0.0500 -0.2154 -0.0710 -0.0356 -1.6425 1.5335

---

4.
13
Properties=species:S:1:pos:R:3:forces:R:3 method="wB97M-V/def2-TZVPD" charge=0 homo_energy_ev=-8.7 gap_ev=9.45 e_tot_ev=-10174.4390 de_lowest_kcal_mol=129.7
H -0.5086 -1.9373 -1.3646 -0.1142 -1.2353 -0.1729
N 0.1375 -1.1814 -1.2860 -0.6943 1.6248 1.4907
C -0.2818 -0.5193 -0.2524 -1.8073 -3.8873 0.1666
N -1.3165 -1.0356 0.7363 0.0026 3.0764 -2.2004
O -1.4965 -0.0164 1.7315 0.6892 -2.0799 1.1134
N 0.0656 0.6768 0.1343 1.5096 2.0260 -0.8189
N 1.2531 1.2248 -0.1178 5.1738 0.5688 -4.2971
C 2.0299 0.9816 -1.2244 -2.7771 -0.3215 0.8559
H -1.1744 -1.8918 1.2009 0.7691 -0.9393 0.5136
H -2.1988 0.5080 1.4122 -1.6663 0.6503 -0.5676
H -0.3224 1.0832 0.9547 -0.0414 -0.3760 0.4733
H 1.6131 0.3360 -2.2244 1.4123 1.7796 3.2397
H 3.0967 1.4679 -1.2387 -2.4559 -0.8867 0.2037

---

5.
28
Properties=species:S:1:pos:R:3:forces:R:3 method="wB97M-V/def2-TZVPD" smiles=NCCN1CCCC1.O.O charge=0 homo_energy_ev=-8.6 gap_ev=9.22 e_tot_ev=-13587.7960 de_lowest_kcal_mol=31.3
N -0.0288 1.8933 -2.3136 0.7655 -0.2471 -0.9748
C 0.2275 0.4686 -2.5271 -0.7542 0.2751 1.3384
C 0.8755 -0.3640 -1.3870 0.7110 0.2156 0.4682
N 0.5920 0.0876 -0.0364 -1.8454 -0.3343 -0.8706
C 1.5417 -0.2106 1.0033 0.4100 -0.1505 0.4255
C 0.7325 -0.4140 2.3147 0.2557 1.3406 -0.1106
C -0.7272 -0.4022 1.8734 -2.0427 0.1070 -0.0507
C -0.7959 -0.3036 0.3545 1.6766 -0.0966 -0.7474
H 0.7660 2.4326 -2.6233 -0.1602 0.4061 0.6528
H -0.4162 2.1511 -1.4218 0.5388 -0.0965 0.1158
H -0.7971 0.1001 -2.6731 0.5883 -0.7062 -0.7502
H 0.9663 0.3677 -3.3269 -0.9470 -0.0781 -0.5346
H 0.5520 -1.4150 -1.4982 -0.0406 0.0081 -0.2004
H 1.9601 -0.3950 -1.5396 -0.0271 0.2559 0.1434
H 2.1432 -1.1085 0.7621 -0.0048 0.3286 0.1362
H 2.1724 0.6904 1.0898 0.3159 -0.6812 0.1101
H 1.0260 -1.2697 2.9154 -0.0892 -0.3462 -0.3857
H 0.9339 0.4449 2.9757 -0.1568 -0.2150 -0.2119
H -1.3398 0.4564 2.1632 0.5390 0.1096 0.8626
H -1.3032 -1.2704 2.2324 0.3764 0.1829 -0.1930
H -1.0942 -1.2660 -0.0860 0.1303 0.1181 -0.1092
H -1.4509 0.4316 -0.1326 -0.3182 -0.1051 0.7764
O -0.4425 -3.6242 0.3006 0.2780 0.3073 -0.4280
H -0.6919 -2.8561 -0.2362 -0.1981 -0.3389 0.2651
H 0.4574 -3.7691 -0.0150 0.0350 -0.2880 0.2048
O -2.3849 3.1328 0.5824 1.7490 -0.3636 0.2303
H -1.7489 3.1647 1.3266 -0.9032 0.2090 0.0452
H -1.7249 2.8465 -0.0775 -0.8820 0.1835 -0.2076

---

6.
16
Properties=species:S:1:pos:R:3:forces:R:3 method="wB97M-V/def2-TZVPD" charge=0 homo_energy_ev=-8.5 gap_ev=8.93 e_tot_ev=-11238.9543 de_lowest_kcal_mol=246.0
C -0.8260 0.7401 0.1738 -7.4203 0.8607 -2.2937
C 0.4358 0.9498 0.5850 3.0223 2.1721 4.6323
C 0.7790 -0.4080 1.2919 2.7592 -2.9350 -1.5630
H -3.4554 0.1876 -0.5204 4.0308 -0.9008 1.1321
H -3.0675 -1.3309 -0.7398 2.0973 -0.0669 0.3775
H -1.3300 1.8770 0.3674 -0.5816 -3.6704 -1.3453
H 0.1720 1.8260 1.3126 1.7478 -1.7076 -0.0241
H 1.7328 0.7492 -0.8514 -0.7479 0.5004 0.5856
H 0.1675 -1.1902 2.4652 1.9822 2.9616 -3.7501
H 1.3044 -1.1934 -1.5107 2.6041 1.9173 2.2160
H 3.0826 -0.9285 -1.3816 -3.1924 0.1752 3.1121
N -2.5823 -0.5491 -0.2590 -6.2585 0.2138 -1.7615
N -1.2403 -0.4129 -0.2577 -0.9586 2.7205 1.1311
N 1.5794 -1.1953 0.5901 -0.1159 0.5119 0.9212
N 2.0797 -0.6353 -0.8518 -0.9538 -3.3913 -2.9402
O 1.1683 1.5139 -0.4136 1.9852 0.6388 -0.4300

---

Copy entry 2 word for word.
16
Properties=species:S:1:pos:R:3:forces:R:3 method="wB97M-V/def2-TZVPD" charge=+1 homo_energy_ev="-11.8 / -14.4" gap_ev="6.06 / 10.93" e_tot_ev=-7834.5331 de_lowest_kcal_mol=156.4
C 0.9100 -0.3374 -0.9495 -0.9412 -1.9753 0.7561
C 0.1952 0.0058 0.3438 -2.3197 -3.4764 0.8469
C 1.5543 -1.7048 -1.1005 2.5968 2.0366 1.9896
C -2.5558 2.0002 1.5688 -0.5999 1.1425 -1.9841
N 1.5103 0.4138 0.1817 3.0868 2.0655 0.8322
O -0.0746 -0.9146 1.3691 -1.5579 0.1915 -2.6746
H 0.7129 0.0807 -1.8998 -0.1337 1.5089 -0.4055
H 2.6627 -1.3610 -0.9221 -1.5775 -1.4552 -0.6624
H 1.4828 -2.2197 -2.0206 -0.3768 -0.1402 -0.9594
H 1.2721 -2.3062 -0.2625 -0.0099 -0.7194 0.3250
H -3.0579 2.3771 2.4632 0.5908 -0.8141 -0.0924
H -2.0749 1.0755 1.2726 -0.1817 -0.1282 1.1146
H -2.7962 2.5687 0.6399 0.1734 -0.1974 0.9484
H 2.3363 0.1186 0.7464 -0.8109 -0.8160 -0.4237
H 1.6521 1.4056 0.0803 -0.2966 0.7977 -0.3644
H -0.8862 -1.5265 1.0882 2.3580 1.9796 0.7536